76
Properties=species:S:1:pos:R:3:forces:R:3 method="wB97M-V/def2-TZVPD" de_lowest_kcal_mol=268.6 largest_force_ev_per_a=8.56 charge=0 e_tot_ev=-50806.874 spin_multiplicity=1 orbital_gap_ev=7.24
C -1.8062 1.8860 2.7081 0.502 -3.063 2.136
C -1.2586 0.7168 3.5308 1.942 2.546 -0.210
C 0.2246 0.5616 3.7964 -1.297 2.172 -4.282
C 1.1669 1.3103 2.8685 -4.412 1.893 0.482
C 0.5274 2.4659 2.1102 0.364 -2.271 -0.927
C -0.8998 2.7027 2.0222 2.810 -4.958 4.510
N 2.6431 0.9561 2.7905 -0.327 4.095 -1.840
O 3.3790 1.7148 2.0821 -1.931 -1.867 1.311
O 3.0322 0.0463 3.4340 0.400 -1.557 0.785
H -2.9690 1.9971 2.6952 2.466 -0.124 -0.304
H -1.9966 0.0526 4.0410 0.927 0.684 -0.305
H 0.6757 -0.1414 4.4691 -0.265 -0.445 0.172
H 1.0086 3.0052 1.2390 0.336 -0.716 1.661
H -1.2468 3.2854 1.3200 -1.532 3.593 -3.329
C 2.6499 1.7916 -3.2346 -3.544 -0.193 -0.904
C 1.6114 1.7593 -4.3014 -1.567 -2.748 5.832
C 0.2072 1.3151 -3.7688 1.596 1.064 1.364
C -0.1998 1.1199 -2.2727 6.936 0.514 -2.135
C 1.0250 1.2317 -1.2622 -0.813 0.200 -4.630
C 2.4111 1.5621 -1.8678 -5.974 -0.872 -0.661
N -1.5400 0.6877 -1.8712 -3.248 3.603 -4.202
O -2.5201 0.7667 -2.7195 3.568 -1.186 0.995
O -1.8115 0.7219 -0.7262 0.619 -1.164 3.363
H 3.6405 2.0133 -3.5294 0.984 0.043 -0.275
H 2.0122 1.5402 -5.2939 -0.935 0.704 -0.035
H -0.5892 1.2721 -4.5273 0.320 -0.315 0.607
H 0.8314 1.0476 -0.1835 0.399 0.134 -0.981
H 3.2163 1.4664 -1.2430 1.780 0.158 1.732
C -4.9445 1.2082 0.4616 -2.997 2.157 -0.885
O -5.3593 2.0778 -0.3976 2.315 -3.437 2.894
N -5.8243 0.6971 1.4087 -0.121 3.122 -1.763
C -5.4038 -0.1460 2.4862 1.447 -2.531 -3.576
C -7.2983 1.0894 1.3957 3.517 3.066 0.153
H -3.9209 0.7667 0.6351 -0.584 0.757 -0.765
H -5.5716 -1.1623 1.9346 1.498 0.754 1.958
H -6.0835 -0.1665 3.2248 -2.674 0.251 2.568
H -4.4555 0.1012 3.0076 -0.149 -0.444 -1.046
H -7.8189 0.2978 1.0391 -1.908 -2.049 -1.762
H -7.5261 2.1405 0.9786 0.646 -2.075 0.234
H -7.4586 1.1062 2.4209 -0.987 0.402 1.966
C 1.1998 -2.3991 -1.4398 -4.844 -0.625 -6.165
O 0.1047 -2.4163 -2.1294 2.607 0.157 2.213
N 1.2193 -2.1284 -0.1878 4.566 0.288 1.772
C 2.5836 -2.1349 0.4453 -1.536 -0.759 2.352
C 0.0843 -2.0076 0.6102 -2.822 0.133 0.444
H 2.0504 -2.6408 -2.0820 0.783 0.175 1.036
H 3.2945 -1.4804 0.0960 1.397 1.316 -2.280
H 3.1058 -3.0495 0.7763 -0.814 -0.416 -1.079
H 2.5274 -1.6685 1.4075 -0.902 0.336 0.924
H -0.5904 -1.1430 0.5907 0.618 0.582 -1.154
H 0.3923 -1.9475 1.5993 0.646 -0.505 1.983
H -0.6331 -2.8121 0.4679 0.259 -0.491 -0.014
C 8.5535 2.1133 0.9306 0.156 0.464 2.507
O 8.7408 1.7324 2.1241 -0.057 0.766 -3.826
N 7.3770 1.7997 0.2685 1.056 2.135 -2.813
C 6.8883 2.5007 -1.0254 -3.994 0.265 4.061
C 6.6394 0.6527 0.6283 0.270 -0.948 3.301
H 9.3421 2.8501 0.3997 -1.915 -1.538 0.827
H 6.7372 3.6343 -0.8535 -0.270 -1.884 0.114
H 5.8632 1.9493 -1.3736 2.577 1.630 1.027
H 7.5169 2.4880 -1.7913 3.082 -0.716 -3.230
H 6.2446 0.7917 1.6752 1.148 -0.583 -0.331
H 7.2535 -0.2949 0.5299 -1.121 0.912 0.056
H 5.6774 0.6852 0.2144 -0.971 -0.498 -1.666
C -4.8312 -4.2073 -2.5862 3.772 -6.649 3.862
O -4.9434 -5.4512 -2.5132 -0.173 1.288 -1.146
N -3.8192 -3.6272 -1.9356 1.156 3.576 -0.294
C -3.8073 -2.1255 -1.9298 2.543 0.896 2.913
C -2.6348 -4.2994 -1.4228 -3.381 -3.823 2.926
H -5.5980 -3.6726 -2.8637 -3.852 3.557 -2.137
H -2.7129 -1.5820 -1.8777 -2.333 -2.187 0.421
H -4.4178 -1.6667 -1.0484 0.925 -0.861 -1.638
H -4.0465 -1.7059 -2.8501 -1.371 0.440 -1.630
H -2.6722 -5.3948 -1.8128 0.002 1.890 0.883
H -2.6523 -4.3537 -0.1650 0.101 0.218 -3.379
H -1.7968 -3.8533 -1.7767 2.582 1.563 -0.746